Entry 1:
{
  "formula": "C20H13N5OS",
  "method": "the ωB97M-V functional and the def2-TZVPD basis",
  "species": ["O", "C", "N", "C", "N", "C", "C", "C", "C", "C", "C", "C", "C", "N", "C", "C", "C", "C", "C", "C", "N", "C", "C", "C", "S", "C", "N", "H", "H", "H", "H", "H", "H", "H", "H", "H", "H", "H", "H", "H"],
  "xyz": [[-1.921146, 3.705170, 1.939195], [-0.794299, 3.237336, 1.937601], [-0.391362, 2.218356, 1.162423], [-1.103032, 1.371497, 0.337874], [-2.418356, 1.497763, 0.104593], [-3.011794, 0.602105, -0.702262], [-4.406477, 0.722085, -0.883130], [-5.066353, -0.143083, -1.769162], [-4.394311, -1.215927, -2.342031], [-3.014757, -1.356913, -2.146139], [-2.369548, -0.446738, -1.346768], [-1.014315, -0.608388, -1.078824], [-0.081894, -1.541980, -1.455381], [1.097208, -1.282016, -0.783384], [2.180873, -2.174343, -0.810805], [3.354113, -1.798183, -0.137036], [4.522119, -2.604248, -0.193919], [4.484179, -3.800977, -0.878288], [3.330983, -4.189155, -1.563639], [2.183132, -3.377532, -1.537894], [0.895709, -0.146491, -0.036419], [-0.380847, 0.293663, -0.220049], [0.261277, 3.773342, 2.841137], [-0.003393, 4.949036, 3.484053], [1.372830, 5.465007, 4.360930], [2.222961, 4.005287, 3.850846], [1.554203, 3.247149, 3.004846], [0.596008, 1.906907, 1.287903], [-4.918920, 1.500000, -0.310086], [-6.136809, -0.009505, -1.831584], [-4.914449, -1.939413, -2.932616], [-2.451810, -2.244706, -2.556197], [-0.276161, -2.392697, -2.115001], [3.412105, -0.863236, 0.412807], [5.377706, -2.343936, 0.389988], [5.340223, -4.447113, -0.821953], [3.282017, -5.105164, -2.153371], [1.295128, -3.722060, -2.048136], [-0.952008, 5.414171, 3.445413], [3.259268, 3.844925, 4.094463]],
  "forces_ev_per_a": [[0.7, -0.1, 0.0], [-1.3, 0.6, 0.6], [2.0, -1.5, -0.5], [-2.9, 0.8, 0.1], [3.7, 0.9, 1.5], [-1.9, -0.4, -0.6], [0.0, -0.4, -0.7], [0.2, 0.8, 1.7], [1.2, -0.1, -0.2], [-1.6, -1.3, -0.9], [-0.1, -0.5, -0.5], [1.1, 0.2, 0.0], [0.1, -0.7, 0.0], [-4.4, 1.3, -0.7], [2.3, 0.3, 0.6], [0.9, -0.4, -0.2], [-2.1, 0.3, 0.1], [-0.3, -0.2, -0.2], [-0.6, 0.7, 0.0], [0.3, 0.0, 0.3], [1.3, 0.4, 0.8], [2.6, -2.9, -1.0], [0.9, 0.7, 0.2], [1.2, -0.9, 0.0], [0.1, -1.1, -0.2], [-1.3, 0.3, -1.3], [-0.6, 1.1, 1.0], [-1.0, 0.5, 0.0], [0.1, -0.2, -0.4], [-0.1, -0.2, -0.4], [-0.3, -0.2, -0.3], [-0.8, 1.2, 0.4], [0.5, 0.4, 0.4], [-0.3, -0.1, -0.1], [0.4, 0.3, 0.1], [0.2, -0.2, -0.3], [0.1, 0.2, 0.3], [0.1, 0.1, -0.1], [-0.6, 0.6, 0.1], [0.1, -0.1, 0.2]],
  "de_lowest_ev": 0.3517,
  "smiles": "O=C(Nc1nc2ccccc2c2cn(-c3ccccc3)nc12)c1cscn1",
  "orbital_gap_ha": 0.2818,
  "e_tot_ha": -1517.1542,
  "lumo_ev": -0.362
}

---

Entry 2:
{
  "formula": "C20H14Cl56FOP",
  "method": "the ωB97M-V functional and the def2-TZVPD basis",
  "species": ["O", "C", "C", "C", "C", "P", "C", "C", "F", "H", "H", "H", "H", "H", "H", "H", "H", "H", "H", "H", "H", "H", "H", "C", "Cl", "Cl", "Cl", "Cl", "C", "Cl", "Cl", "Cl", "Cl", "C", "Cl", "Cl", "Cl", "Cl", "C", "Cl", "Cl", "Cl", "Cl", "C", "Cl", "Cl", "Cl", "Cl", "C", "Cl", "Cl", "Cl", "Cl", "C", "Cl", "Cl", "Cl", "Cl", "C", "Cl", "Cl", "Cl", "Cl", "C", "Cl", "Cl", "Cl", "Cl", "C", "Cl", "Cl", "Cl", "Cl", "C", "Cl", "Cl", "Cl", "Cl", "C", "Cl", "Cl", "Cl", "Cl", "C", "Cl", "Cl", "Cl", "Cl", "C", "Cl", "Cl", "Cl", "Cl"],
  "xyz": [[6.656428, 0.029454, 1.056652], [6.296792, 1.399253, 1.064214], [4.799016, 1.545611, 1.171743], [4.337000, 2.974202, 1.366191], [2.856843, 3.195668, 1.046583], [1.785608, 1.935489, 1.855124], [0.089855, 2.080274, 1.133193], [-0.647698, 0.824107, 1.533096], [-0.181786, -0.238317, 0.775043], [5.885501, -0.494319, 0.796055], [6.638145, 1.887171, 0.158873], [6.747179, 1.860928, 1.925992], [4.314903, 1.143270, 0.287104], [4.480713, 0.915237, 1.989615], [4.929265, 3.648394, 0.768701], [4.521854, 3.238776, 2.401485], [2.717511, 3.295897, -0.025009], [2.590513, 4.149092, 1.475129], [2.172234, 0.672507, 1.377682], [-0.424120, 2.946346, 1.512868], [0.106638, 2.084953, 0.052273], [-1.721546, 0.934676, 1.423938], [-0.388593, 0.594497, 2.561562], [-3.688691, -1.717993, 0.934961], [-4.025433, -0.100805, 1.565934], [-2.743560, -2.614188, 2.125166], [-5.208407, -2.566983, 0.636218], [-2.786949, -1.601486, -0.583725], [2.587028, 6.680041, -1.809978], [4.083816, 6.438918, -0.904032], [1.229999, 6.068193, -0.858850], [2.351811, 8.399606, -2.128444], [2.671118, 5.797717, -3.339435], [-8.878157, -4.153445, -0.282935], [-8.378551, -5.349812, -1.481471], [-8.918961, -2.559876, -1.036020], [-10.483925, -4.558830, 0.327815], [-7.724711, -4.142331, 1.057918], [-1.030103, 5.761864, 3.728674], [0.401624, 5.181780, 2.873638], [-2.474651, 5.128529, 2.927466], [-0.992362, 5.194741, 5.395602], [-1.066430, 7.526369, 3.697859], [9.401979, 3.793268, 3.462147], [10.059302, 4.086034, 5.074033], [7.690900, 4.235909, 3.435867], [10.278080, 4.770539, 2.280940], [9.568785, 2.084352, 3.055142], [7.535360, -3.784777, 1.336598], [8.131752, -3.419159, 2.955959], [5.814698, -3.386359, 1.239293], [8.427002, -2.836805, 0.149072], [7.749619, -5.508310, 1.005187], [3.809248, -7.039010, -0.542343], [3.130971, -6.134620, 0.814726], [4.916823, -6.003601, -1.445810], [4.681742, -8.446884, 0.069174], [2.503436, -7.572568, -1.605780], [8.168472, -9.049870, -2.358888], [8.956792, -8.578296, -3.866721], [9.084659, -10.353779, -1.596994], [8.105331, -7.661214, -1.269468], [6.527707, -9.605315, -2.701719], [-3.191259, 3.410589, -1.795850], [-2.903739, 1.741319, -1.291027], [-4.785973, 3.922338, -1.233209], [-1.962982, 4.473566, -1.100336], [-3.124278, 3.511205, -3.555964], [-11.624480, -1.418099, -4.241843], [-10.693096, -0.811683, -5.612936], [-10.925546, -2.945246, -3.689420], [-11.564035, -0.245379, -2.921517], [-13.301317, -1.666404, -4.731124], [-4.125462, 3.396026, 7.275760], [-3.594882, 2.146305, 6.145174], [-4.221096, 4.942027, 6.432707], [-5.711939, 2.971466, 7.923478], [-2.961381, 3.522610, 8.598455], [-5.015150, -7.901808, -1.002868], [-5.377570, -6.311973, -0.331220], [-4.068593, -8.835507, 0.158733], [-6.527383, -8.749724, -1.347159], [-4.094235, -7.714012, -2.498229], [6.222774, 9.527894, -3.433117], [5.235752, 10.993092, -3.411534], [6.900129, 9.253117, -1.825035], [5.216691, 8.152579, -3.886761], [7.533344, 9.717240, -4.600860], [-13.870950, -5.622248, -6.813462], [-13.213685, -5.686486, -8.451247], [-15.362901, -4.674668, -6.815632], [-14.216455, -7.260968, -6.252669], [-12.699678, -4.861910, -5.736130]],
  "forces_ev_per_a": [[0.1, -0.3, 0.0], [-0.7, -0.4, -0.1], [0.0, 0.1, -0.3], [-0.2, -0.3, 0.4], [0.3, -0.4, -0.3], [-0.2, 0.5, 1.5], [0.6, -0.8, -0.5], [0.3, 0.5, 0.5], [-0.2, -0.3, -0.3], [0.3, 0.2, 0.0], [0.3, 0.2, -0.3], [0.4, 0.2, 0.3], [0.0, -0.2, -0.4], [-0.2, -0.1, 0.5], [0.3, 0.3, -0.4], [0.0, 0.2, 0.3], [-0.1, -0.2, -0.3], [-0.3, 0.4, 0.1], [0.0, 0.2, -0.7], [-0.1, 0.4, 0.1], [-0.1, 0.4, -0.4], [0.0, -0.2, -0.2], [-0.3, -0.2, 0.4], [0.1, -0.1, -0.1], [-0.3, -0.1, 0.0], [0.0, 0.0, 0.0], [0.2, 0.2, 0.0], [0.0, 0.0, 0.1], [0.0, 0.0, 0.0], [0.0, 0.0, 0.0], [0.0, 0.0, 0.1], [-0.1, 0.0, 0.1], [0.0, 0.0, 0.0], [-0.1, 0.0, -0.1], [-0.2, 0.0, 0.0], [0.1, 0.1, 0.2], [0.0, 0.0, 0.0], [-0.3, -0.2, 0.1], [-0.1, 0.0, 0.0], [0.1, 0.1, 0.0], [0.0, 0.0, 0.0], [0.2, 0.0, 0.0], [0.0, 0.0, 0.0], [0.0, -0.1, 0.0], [0.0, 0.0, 0.0], [0.0, 0.0, 0.0], [0.0, 0.0, 0.0], [0.0, 0.0, 0.0], [0.0, 0.1, 0.0], [0.0, 0.0, 0.0], [-0.1, 0.0, 0.0], [0.0, 0.0, 0.0], [0.0, 0.0, 0.1], [0.0, 0.0, 0.0], [0.0, 0.0, 0.0], [0.0, 0.0, 0.0], [0.0, 0.0, 0.1], [0.0, 0.0, 0.0], [0.0, 0.0, 0.0], [0.0, 0.0, 0.0], [0.0, 0.0, 0.0], [0.1, -0.1, -0.1], [0.0, 0.0, -0.1], [0.0, 0.0, 0.0], [0.0, 0.1, 0.0], [0.0, 0.0, 0.0], [0.0, 0.0, 0.0], [0.0, 0.0, 0.0], [0.0, 0.0, 0.0], [0.0, 0.0, 0.0], [-0.1, 0.0, -0.1], [0.0, 0.0, 0.0], [0.0, 0.1, 0.1], [0.0, 0.0, 0.0], [0.0, 0.0, 0.0], [-0.2, 0.0, 0.0], [0.0, 0.0, 0.0], [0.0, 0.0, 0.0], [0.0, 0.0, 0.0], [0.2, 0.0, 0.1], [0.0, 0.0, 0.0], [0.0, 0.0, 0.0], [0.0, 0.0, 0.0], [0.0, 0.0, 0.0], [0.0, 0.0, 0.0], [0.0, 0.0, 0.0], [0.2, 0.0, -0.2], [0.0, 0.0, 0.0], [0.0, 0.0, 0.0], [0.0, 0.0, 0.0], [0.0, 0.0, 0.0], [0.0, 0.0, 0.0], [0.0, -0.2, -0.1]],
  "orbital_gap_ha": 0.3109,
  "e_tot_ha": -27057.4738,
  "lumo_ev": -0.017
}